Density functional theory data (the ωB97M-V functional and the def2-TZVPD basis) for C44H34F5N4O4Pt as an isolated structure.

Calculated values
Highest occupied orbital energy (spin up / spin down)   -0.1420 / -0.1715 Ha
2S+1   3
Orbital gap (spin up / spin down)   6.01 / 6.81 eV
Calculated total energy   -2835.7544 Eh
Charge   -1
ΔE to the lowest compared entry with this formula, charge and spin   0.0 kcal per mole

Last column: Löwdin spin population.
Positions of all 92 atoms, in Å:
Pt  -0.096  0.113  -0.285  1.31
F  -5.037  -1.544  -5.483  0.00
F  -4.164  -3.645  -3.957  0.00
F  -3.539  0.750  -5.579  0.00
F  -1.274  0.982  -4.121  0.00
F  -1.967  -3.437  -2.428  0.00
O  -0.481  -1.071  -2.433  0.08
O  -0.176  -1.757  0.581  0.10
O  1.198  0.764  1.485  0.18
O  -1.928  2.600  -1.084  0.00
N  0.058  1.712  -1.692  0.02
N  -1.472  0.895  1.238  0.13
N  1.941  0.681  -2.464  0.03
N  -0.493  3.927  -2.233  0.00
C  -3.152  -0.264  -4.770  0.00
C  -2.399  -4.073  2.326  0.00
C  1.151  1.781  -2.458  0.01
C  -3.690  2.091  2.306  0.00
C  -2.729  -5.411  2.208  0.00
C  -0.929  -4.279  0.446  0.00
C  -0.852  2.708  -1.646  0.00
C  2.357  2.827  1.675  0.00
C  -1.399  2.167  1.621  0.01
C  -1.014  -0.997  5.184  0.00
C  0.256  -1.438  5.499  0.00
C  2.173  1.186  5.586  0.00
C  0.178  2.658  4.371  0.00
C  2.942  2.587  0.438  0.00
C  -0.726  -1.694  2.900  0.00
C  2.015  1.148  4.213  0.00
C  -0.083  2.848  1.470  0.01
C  -3.471  -2.482  -3.943  0.00
C  -3.908  -1.431  -4.740  0.01
C  1.050  1.922  3.577  0.00
C  -1.510  -1.135  3.898  0.00
C  -1.253  -5.618  0.335  0.00
C  -2.571  0.173  1.412  0.01
C  -2.510  2.799  2.168  0.01
C  1.348  1.988  6.359  0.00
C  1.108  1.990  2.045  0.01
C  4.014  4.522  2.085  0.00
C  -1.388  5.037  -2.029  0.00
C  4.576  4.289  0.842  0.00
C  -2.516  -1.275  1.045  0.01
C  2.907  3.799  2.499  0.00
C  0.630  4.037  -2.993  0.00
C  -1.180  -1.992  1.469  0.01
C  -1.509  -3.495  1.432  0.00
C  -1.533  -1.179  -3.119  0.01
C  -3.720  0.754  1.940  0.01
C  1.056  -1.975  4.502  0.00
C  0.331  2.697  5.748  0.00
C  -2.342  -2.362  -3.160  0.01
C  0.571  -2.085  3.216  0.00
C  -2.011  -0.157  -4.004  0.01
C  4.037  3.317  0.016  0.00
C  -2.163  -6.186  1.210  0.00
C  1.473  2.972  -3.138  0.00
H  -3.440  -5.851  2.894  0.00
H  1.485  -0.129  -2.029  0.02
H  2.529  1.802  -0.179  0.00
H  -4.573  2.568  2.706  0.00
H  -2.538  -1.364  -0.048  0.00
H  -0.239  -3.805  -0.233  0.00
H  -2.835  -3.476  3.116  0.00
H  4.448  5.267  2.738  0.00
H  1.188  -2.474  2.421  0.00
H  -0.804  -6.215  -0.445  0.00
H  -3.386  -1.794  1.451  0.00
H  2.474  3.996  3.469  0.00
H  -1.635  -0.547  5.948  0.00
H  2.653  0.531  3.602  0.00
H  2.503  0.504  -3.282  0.00
H  -2.515  -0.799  3.691  0.00
H  -2.457  3.838  2.459  0.00
H  2.949  0.602  6.063  0.00
H  0.623  -1.356  6.512  0.00
H  4.476  3.137  -0.957  0.00
H  -0.344  3.300  6.344  0.00
H  -0.892  5.956  -2.335  0.00
H  -0.624  3.233  3.938  0.00
H  2.358  3.044  -3.745  0.00
H  1.502  2.069  7.427  0.00
H  -0.096  3.847  1.913  0.00
H  2.057  -2.311  4.736  0.00
H  0.812  4.993  -3.460  0.00
H  -4.618  0.167  2.065  0.00
H  -2.436  -7.228  1.112  0.00
H  0.148  2.955  0.412  0.00
H  5.431  4.867  0.520  0.00
H  -2.308  4.889  -2.599  0.00
H  -1.657  5.088  -0.971  0.00

=====

Density functional theory data (the ωB97M-V functional and the def2-TZVPD basis) for one molecule with the formula C10H12ClN.

Calculated values
Highest occupied orbital energy   -0.3198 Ha
2S+1   1
SMILES   Clc1ccc([C@H]2CCNC2)cc1
Orbital gap   9.57 eV
Calculated total energy   -903.1848 Eh
ΔE to the lowest compared entry with this formula, charge and spin   8.0 kcal per mole

Last column: Löwdin charge in e.
Positions of all 24 atoms, in Å:
Cl  4.037  -0.389  -0.005  0.65
N  -3.152  -1.008  0.621  -0.06
C  -3.700  -0.415  -0.591  -0.25
C  1.449  -1.132  -0.109  -0.10
C  -2.430  0.123  1.242  -0.17
C  0.583  1.464  0.103  -0.04
C  2.334  -0.085  -0.047  -0.69
C  1.953  1.255  0.064  -0.10
C  -2.527  0.311  -1.218  -0.14
C  -0.368  0.463  0.054  -0.23
C  -1.805  0.825  0.050  -0.27
C  0.081  -0.846  -0.141  -0.03
H  -0.658  -1.634  -0.179  0.11
H  0.222  2.493  0.153  0.11
H  -1.871  1.936  0.039  0.15
H  -3.927  -1.340  1.225  0.12
H  -4.145  -1.192  -1.278  0.13
H  -3.149  0.800  1.690  0.11
H  -1.724  -0.190  2.005  0.12
H  1.826  -2.176  -0.363  0.13
H  -1.902  -0.373  -1.802  0.11
H  -2.862  1.111  -1.891  0.12
H  -4.475  0.392  -0.368  0.13
H  2.673  2.070  0.072  0.11

=====

Density functional theory data (the ωB97M-V functional and the def2-TZVPD basis) for C18H24BBeNO3 as an isolated structure.

Calculated values
Highest occupied orbital energy   -0.2871 Ha
2S+1   1
Orbital gap   8.10 eV
Calculated total energy   -1020.4764 Eh

Last column: Löwdin charge in e.
Positions of all 48 atoms, in Å:
O  -1.545  0.358  1.136  -0.08
O  0.166  2.191  -1.716  0.14
O  -0.130  0.033  -2.334  0.09
N  0.245  -1.712  0.310  0.08
C  2.379  1.797  3.749  -0.11
C  -0.305  2.816  -5.302  -0.10
C  1.825  1.756  2.320  -0.51
C  0.404  -4.394  -0.403  -0.04
C  1.015  -2.112  -0.697  -0.08
C  -0.465  1.491  -5.681  -0.11
C  -0.369  -3.984  0.669  -0.01
C  -0.208  0.810  -3.435  -0.22
C  1.142  0.409  2.063  -0.19
C  -2.539  -0.617  0.934  -0.20
C  -0.030  2.148  -3.051  -0.22
C  -0.421  0.460  -4.753  0.00
C  -2.523  -1.675  2.033  -0.14
C  0.860  2.918  2.108  -0.09
C  -0.080  3.170  -3.978  0.00
C  1.144  -3.433  -1.076  -0.03
C  -1.101  -2.195  2.267  -0.12
C  -0.399  -2.640  1.021  -0.24
B  0.112  0.879  -1.223  -0.34
Be  0.151  0.100  0.537  0.17
H  1.917  -0.353  2.208  0.05
H  -0.933  -4.705  1.245  0.12
H  0.484  0.274  2.936  0.04
H  -1.556  0.669  2.044  0.12
H  -0.498  -1.395  2.693  0.09
H  1.348  3.869  2.311  0.07
H  -0.630  1.252  -6.721  0.10
H  -3.532  -0.149  0.880  0.13
H  -2.311  -1.060  -0.036  0.13
H  0.008  2.830  2.780  0.07
H  0.440  -5.433  -0.689  0.11
H  -3.197  -2.492  1.772  0.12
H  -1.135  -3.022  2.980  0.12
H  1.531  -1.322  -1.214  0.11
H  3.054  0.959  3.913  0.07
H  0.050  4.201  -3.686  0.12
H  2.660  1.869  1.621  0.13
H  -2.889  -1.236  2.967  0.12
H  0.498  2.914  1.083  0.06
H  1.563  1.721  4.467  0.07
H  -0.367  3.586  -6.057  0.10
H  1.796  -3.701  -1.891  0.11
H  -0.551  -0.570  -5.050  0.11
H  2.921  2.721  3.944  0.07